Molecular formula: C9H19BrNO2
Method: DFT, ωB97M-V/def2-TZVPD

XYZ file:
```
32
Properties=species:S:1:pos:R:3:forces:R:3
C 0.042746 -0.654822 1.395738 -0.7 -1.3 -2.5
C -0.219882 0.620479 4.999037 -0.7 -1.8 0.8
C -0.995373 0.876344 -3.167429 -3.1 1.6 0.6
C 1.264064 0.609581 -2.779020 -1.9 0.4 1.2
C -0.107920 -1.304752 -3.543932 2.0 -1.1 -2.3
C -0.013282 0.206486 2.622079 2.6 -0.5 0.4
C -0.275277 -0.485764 3.959349 -0.7 -0.6 0.6
C -0.375777 -0.539991 -1.384933 2.1 -1.9 2.6
C -0.378534 0.385958 -0.205916 -1.2 -1.7 4.1
N -0.057251 -0.091516 -2.719205 1.5 0.0 0.2
O 0.406961 -1.805062 1.290031 -0.8 2.7 0.1
O 0.502592 1.387791 -0.092022 0.9 1.4 0.2
Br -2.223179 1.075760 0.234842 0.2 -0.2 -0.5
H -0.946383 1.394933 4.833037 0.0 0.5 -0.3
H -0.483986 0.172259 5.953037 0.0 0.1 0.3
H 0.764465 0.916307 5.070032 2.1 1.5 0.4
H -2.006643 0.516135 -2.814934 0.8 0.5 -0.9
H -0.836737 1.846815 -2.589836 -0.1 -1.1 -1.3
H -0.923100 0.886237 -4.266513 -0.2 0.8 0.6
H 1.989383 -0.085057 -2.645139 2.4 -2.2 0.0
H 1.271508 1.080435 -3.716854 0.5 0.9 -1.0
H 1.272720 1.221308 -1.889463 0.2 0.8 -0.5
H -0.949209 -1.319650 -4.244553 0.0 0.2 0.5
H 0.846695 -1.293434 -4.201811 -1.6 -0.4 1.1
H -0.139651 -2.188978 -2.889966 0.2 0.3 -0.6
H 1.118626 0.502384 2.681690 -1.7 -0.1 -0.1
H -0.614399 1.105578 2.631635 -0.1 0.1 -0.8
H 0.477601 -1.348268 4.171691 -1.7 1.5 -0.4
H -1.359547 -0.729025 4.121513 1.0 -1.0 -1.1
H -1.330709 -1.025273 -1.509366 -0.3 -0.2 0.7
H 0.432621 -1.349428 -1.055119 -1.6 1.4 -0.9
H 0.496022 1.741837 0.838516 0.0 -0.4 -1.3
```
Positions in Å, forces in eV/Å.

The value obtained for the LUMO energy is -2.58 eV. The energy above the lowest of the compared OMol25 structures with the same formula, charge and spin comes out at 26.4 kJ/mol. As for the charge: +1. As for the HOMO-LUMO gap: 9.75 eV.

These are the Löwdin partial charges, in e, on atoms 1 to 5: -0.238 -0.120 -0.027 0.060 0.021